1.
The following is a quantum chemistry calculation of an isolated ion of composition C9H16N3 and charge +1, from the Open Molecules 2025 dataset.

The geometry in ORCA input format:
```
! RIJCOSX wB97M-V def2-TZVPD def2/J DEFGRID3
* xyz 1 1
C 3.11413 -0.57471 -0.27368
C 2.69445 0.87248 0.02573
C 2.26557 -1.54662 -0.53926
C 1.43130 1.07712 -0.81884
C -3.07976 -0.58744 0.73270
C -3.19850 0.53155 -0.29705
C -1.53092 -0.97761 0.68075
C -1.87888 0.56077 -1.01165
C 0.55869 -0.10027 -0.38787
N 0.91832 -1.29845 -0.35005
N 2.54056 0.99412 1.44223
N -0.86484 0.19757 0.04484
H 4.19839 -0.95141 -0.21644
H 3.41621 1.47986 -0.40352
H 2.36812 -2.62586 -0.69938
H 0.99705 1.99262 -0.58528
H 1.59802 0.88527 -1.81581
H -3.23595 -0.50665 1.79823
H -3.58789 -1.41675 0.51730
H -3.90451 0.29030 -1.09740
H -3.26843 1.53197 0.27073
H -1.29458 -1.32157 1.72766
H -1.56342 -1.91041 0.18592
H -1.71226 -0.09876 -1.87766
H -1.47336 1.54163 -1.55445
H 1.77325 0.41699 1.73808
H 3.38827 0.75620 1.94058
H -0.66907 0.78805 0.82359
*
```

Calculated values
- HOMO energy: -0.4643 Eh
- Relative energy (zero: lowest compared OMol25 entry of this formula, charge and spin): 4.676 eV
- Orbital gap: 9.446 eV
- SMILES string: N[C@H]1C=CN=C([NH+]2CCCC2)C1

Mulliken atomic charge list, values in e, 4 entries: -0.32 -0.10 -0.45 -0.79

---

2.
The following is a quantum chemistry calculation of C21H15ClF3N9O in the gas phase, from the Open Molecules 2025 dataset.

The geometry in ORCA input format:
```
! RIJCOSX wB97M-V def2-TZVPD def2/J DEFGRID3
* xyz 0 1
N 3.33123 -0.24579 3.80346
O -2.82856 1.41794 -1.73376
F -5.70514 1.35022 2.57932
F 4.27566 3.31580 3.32087
F 2.15275 3.22627 4.06125
Cl -1.79102 -1.54238 3.77767
C 2.97383 0.42027 2.91079
N -0.45073 -1.45360 -3.08320
N -0.99000 -0.92831 0.91616
N 1.43075 1.19419 -0.34555
N 1.98271 3.24440 0.72812
C -2.29961 0.62998 -0.94366
C -0.96462 -0.35333 -2.68607
C -0.52637 -0.86671 -0.31909
C -1.10390 0.51015 -3.81750
C -0.68110 -0.16543 -4.91806
C 1.49714 2.48785 -0.24746
C 1.95567 0.55278 0.66371
C 2.44470 2.57291 1.79858
C -3.84302 -0.01216 3.00479
C -4.16567 0.89454 0.76349
C -4.61093 0.71612 2.09700
C -2.62815 -0.54763 2.61457
C 2.44482 1.17742 1.80910
C -2.13572 -0.32123 1.29870
C -2.86459 0.46174 0.40382
N -0.32927 -1.39787 -4.41970
N -1.19605 -0.13418 -1.32223
N 0.95072 3.14577 -1.27049
N 1.81821 -0.80108 0.57263
C 2.93680 3.47490 2.97135
C 2.27295 -3.70657 -0.23031
C 1.10310 -4.01722 -1.17424
C 0.96980 -2.92458 -0.09742
C 0.90507 -1.42380 -0.41840
H -1.53324 1.51431 -3.83116
H -0.64417 0.17047 -5.93360
H -4.17695 -0.17486 4.01127
H -4.75780 1.47088 0.06838
H 0.09161 -2.14838 -4.97702
H 0.24396 2.53803 -1.74657
H 0.67501 4.07842 -1.00408
H 1.81379 -1.26617 1.48657
H 2.78665 4.52910 2.72852
H 3.15544 -3.10654 -0.54597
H 2.46519 -4.35964 0.60522
H 1.21997 -3.67238 -2.20378
H 0.69012 -5.02648 -1.02718
H 0.33426 -3.25614 0.73040
H 1.30471 -1.24207 -1.42926
*
```

Calculated values
- HOMO energy: -0.3208 Eh
- Relative energy (zero: lowest compared OMol25 entry of this formula, charge and spin): 0.000 eV
- Orbital gap: 8.473 eV
- SMILES string: N#Cc1c(N[C@H](c2nc3c(Cl)cc(F)cc3c(=O)n2-c2cc[nH]n2)C2CC2)nc(N)nc1C(F)F

Mulliken atomic charge list, values in e, 4 entries: -0.57 -0.68 -0.30 -0.26

---

3.
The following is a quantum chemistry calculation of C3H9Ag2ClO4P as an isolated structure, from the Open Molecules 2025 dataset.

The geometry in ORCA input format:
```
! RIJCOSX wB97M-V def2-TZVPD def2/J DEFGRID3
* xyz 1 1
Ag 3.57714 0.49488 -4.85577
Ag 5.21595 -1.39265 -2.40230
Cl 3.06389 0.15042 -2.15096
C -2.27191 -0.54231 2.57644
O -0.84553 -0.63367 2.49862
P -0.08858 -0.34279 1.16569
O 1.33316 -0.65595 1.07350
O -0.96138 -1.16437 0.11259
C -0.70316 -1.02787 -1.27813
O -0.43917 1.18840 0.91096
C 0.35175 2.00131 0.03615
H -2.61834 -1.43854 3.08556
H -2.76230 -0.49145 1.60684
H -2.56640 0.33516 3.14875
H -1.45000 -0.40185 -1.76890
H -0.78224 -2.02468 -1.71257
H 0.30353 -0.65873 -1.47625
H -0.32370 2.37171 -0.73291
H 1.14956 1.42983 -0.43991
H 0.81775 2.80316 0.60261
*
```

Calculated values
- HOMO energy: -0.4560 Eh
- Relative energy (zero: lowest compared OMol25 entry of this formula, charge and spin): 0.350 eV
- Orbital gap: 6.066 eV

Mulliken atomic charge list, values in e, 4 entries: 0.71 0.66 -0.37 -0.61

---

4.
The following is a quantum chemistry calculation of a 2-piece molecular cluster, C5H13N3 overall, from the Open Molecules 2025 dataset.

The geometry in ORCA input format:
```
! RIJCOSX wB97M-V def2-TZVPD def2/J DEFGRID3
* xyz 0 1
C -2.86348 -0.21862 -0.01615
N -0.92223 1.84197 0.31925
C -1.43682 1.41077 -0.90385
N -2.39425 0.61247 -1.09110
H -2.05780 -0.77342 0.48528
H -3.57299 -0.95763 -0.38467
H -3.36955 0.36091 0.76792
H -0.51127 1.06813 0.82786
H -0.26372 2.60131 0.23606
H -0.99065 1.90774 -1.76571
C 2.82338 0.80759 -0.40018
C 1.90557 -0.16083 -0.46697
N 1.22022 -0.67108 0.62585
C 0.77621 -2.06449 0.64083
H 3.22128 1.19419 0.52987
H 3.24676 1.16902 -1.32584
H 1.61584 -0.54163 -1.44004
H 1.65093 -0.36680 1.48785
H 0.01484 -2.18407 1.40800
H 0.32650 -2.25081 -0.33360
H 1.58123 -2.78470 0.79933
*
```

Calculated values
- HOMO energy: -0.3112 Eh
- Relative energy (zero: lowest compared OMol25 entry of this formula, charge and spin): 1.598 eV
- Orbital gap: 9.356 eV
- SMILES string: C/N=C\N.C=CNC

Mulliken atomic charge list, values in e, 4 entries: -0.53 -0.55 0.11 -0.48

---

Copy entry 1 word for word.
The following is a quantum chemistry calculation of an isolated ion of composition C9H16N3 and charge +1, from the Open Molecules 2025 dataset.

The geometry in ORCA input format:
```
! RIJCOSX wB97M-V def2-TZVPD def2/J DEFGRID3
* xyz 1 1
C 3.11413 -0.57471 -0.27368
C 2.69445 0.87248 0.02573
C 2.26557 -1.54662 -0.53926
C 1.43130 1.07712 -0.81884
C -3.07976 -0.58744 0.73270
C -3.19850 0.53155 -0.29705
C -1.53092 -0.97761 0.68075
C -1.87888 0.56077 -1.01165
C 0.55869 -0.10027 -0.38787
N 0.91832 -1.29845 -0.35005
N 2.54056 0.99412 1.44223
N -0.86484 0.19757 0.04484
H 4.19839 -0.95141 -0.21644
H 3.41621 1.47986 -0.40352
H 2.36812 -2.62586 -0.69938
H 0.99705 1.99262 -0.58528
H 1.59802 0.88527 -1.81581
H -3.23595 -0.50665 1.79823
H -3.58789 -1.41675 0.51730
H -3.90451 0.29030 -1.09740
H -3.26843 1.53197 0.27073
H -1.29458 -1.32157 1.72766
H -1.56342 -1.91041 0.18592
H -1.71226 -0.09876 -1.87766
H -1.47336 1.54163 -1.55445
H 1.77325 0.41699 1.73808
H 3.38827 0.75620 1.94058
H -0.66907 0.78805 0.82359
*
```

Calculated values
- HOMO energy: -0.4643 Eh
- Relative energy (zero: lowest compared OMol25 entry of this formula, charge and spin): 4.676 eV
- Orbital gap: 9.446 eV
- SMILES string: N[C@H]1C=CN=C([NH+]2CCCC2)C1

Mulliken atomic charge list, values in e, 4 entries: -0.32 -0.10 -0.45 -0.79

---

Question: Number 1 is which compound?
Answer: C9H16N3

---

Question: What is the relative energy (zero: lowest compared OMol25 entry of this formula, charge and spin) in the fourth record?
Answer: 1.598 eV